Entry 1:
{"formula": "C7H18NOSi", "method": "ωB97M-V with the def2-TZVPD basis set", "total_charge": -1, "total_energy_ev": -18963.61068, "multiplicity": 1, "gap_ev": [6.872, 6.934], "e_above_lowest_kj_mol": 314.4, "e_homo_ev": [-3.892, -3.897], "species": ["H", "C", "H", "O", "H", "C", "C", "H", "H", "N", "H", "H", "H", "H", "H", "H", "C", "H", "C", "H", "H", "H", "H", "H", "H", "C", "Si", "C"], "coordinates": [[2.67, 1.52, 1.50], [2.14, 0.19, -0.13], [2.79, -1.81, -0.17], [-0.87, -1.25, 0.37], [-0.93, 0.60, -2.06], [-1.53, 1.00, -1.36], [3.60, 0.33, -0.65], [4.20, -0.03, 0.03], [-0.85, 1.67, -0.82], [1.30, 0.96, -0.88], [-2.28, 1.71, -1.86], [3.65, 1.37, -0.72], [0.98, -1.79, 0.06], [2.89, -0.15, 1.87], [-3.48, -2.25, 0.17], [1.23, 0.56, 1.79], [1.89, -1.30, -0.43], [-3.25, 1.56, 1.04], [2.21, 0.52, 1.34], [-3.29, 0.16, 2.15], [1.78, -1.50, -1.48], [-4.46, -0.92, 0.21], [-1.84, 1.10, 2.03], [3.73, 0.00, -1.70], [-3.87, -1.47, -1.37], [-3.63, -1.32, -0.36], [-2.02, -0.26, -0.01], [-2.74, 0.82, 1.44]], "lowdin_charge": [0.08, -0.75, 0.05, -0.43, -0.06, -0.21, -0.06, 0.02, -0.02, 0.29, 0.04, 0.05, 0.07, 0.08, 0.00, 0.07, -0.08, -0.07, -0.05, 0.02, 0.07, -0.01, 0.01, 0.10, -0.03, -0.19, 0.21, -0.20]}

---

Entry 2:
{"formula": "C29H76O9", "method": "ωB97M-V with the def2-TZVPD basis set", "total_charge": 0, "smiles": "CC(C)O.CC(C)O.CC(C)O.CC(C)O.CC(C)O.CCOCC.CCOCC.CCOCC.CCO", "total_energy_ev": -49731.13538, "multiplicity": 1, "gap_ev": 9.489, "e_above_lowest_kj_mol": 122.0, "e_homo_ev": -9.019, "species": ["H", "C", "C", "H", "H", "H", "H", "H", "H", "H", "H", "H", "C", "C", "H", "C", "H", "H", "H", "H", "H", "H", "C", "C", "H", "H", "O", "H", "H", "C", "H", "H", "O", "H", "O", "O", "H", "H", "C", "C", "C", "O", "H", "H", "H", "C", "H", "H", "H", "H", "H", "H", "H", "H", "H", "H", "H", "O", "H", "H", "H", "C", "H", "H", "H", "H", "O", "H", "C", "C", "H", "H", "H", "H", "H", "H", "H", "C", "C", "H", "H", "H", "H", "C", "C", "H", "H", "H", "H", "C", "H", "C", "O", "C", "C", "H", "H", "C", "H", "H", "C", "H", "H", "C", "H", "C", "H", "H", "H", "C", "C", "O", "H", "H"], "coordinates": [[-5.12, -1.22, 3.88], [3.47, 3.11, 1.04], [3.08, -0.04, 4.61], [-1.88, -1.11, 0.44], [0.92, 2.93, 5.74], [3.11, -6.16, 0.30], [0.28, -2.11, -3.14], [-4.15, 1.39, -4.87], [1.30, 1.34, 3.21], [-7.01, -0.34, 2.62], [1.57, -1.62, -0.32], [4.33, 2.52, 0.72], [-3.72, 6.86, 0.50], [-0.89, -1.40, 0.07], [0.98, -6.91, -0.87], [2.76, -4.10, 0.90], [-1.13, -7.16, -1.20], [2.32, -0.83, 4.52], [3.62, 0.04, 3.66], [-1.22, -4.70, -1.95], [2.34, 4.00, -1.82], [3.54, -0.40, 6.69], [-6.02, 0.12, 2.49], [-1.23, -6.68, 0.88], [-2.70, 0.79, -5.65], [-3.46, 8.94, -0.01], [2.53, 3.38, -1.11], [-5.13, -1.81, 2.19], [-0.46, 1.16, -0.71], [-2.25, 0.28, -3.10], [-1.06, 3.05, -4.18], [-1.00, 1.31, 0.92], [-2.37, 6.50, 0.24], [-4.14, 6.24, 1.30], [0.55, -6.08, -0.67], [1.38, -0.67, -0.32], [-2.47, 3.11, -0.05], [2.78, -2.09, 1.65], [1.19, 1.35, 4.30], [1.84, 4.95, 0.60], [-0.15, 0.97, 0.33], [2.09, -3.68, -0.30], [0.49, -0.65, 1.56], [0.76, -3.66, -5.21], [-3.23, -0.32, 3.49], [-2.35, 1.64, -3.73], [-6.01, 0.92, 3.23], [-3.22, 8.55, 1.74], [-1.16, 5.20, -0.72], [3.87, -1.09, -4.23], [1.12, 3.52, 4.11], [4.43, -2.08, -6.40], [-2.14, 0.39, -2.01], [1.41, 5.56, -0.20], [1.99, -4.41, 1.61], [-4.81, 8.59, 1.07], [-2.00, 4.08, 1.36], [-3.65, -0.46, 2.64], [2.67, 2.43, 1.32], [1.02, 4.30, 0.93], [-3.15, -0.32, -3.21], [1.24, -2.52, -3.47], [-2.32, -6.75, 0.99], [-2.87, 2.32, -3.03], [-3.06, 2.59, -5.55], [-1.02, -1.41, -1.02], [-1.02, 2.13, -3.88], [1.86, -4.53, -4.08], [1.01, -3.85, -4.16], [3.49, -2.89, 1.43], [-1.48, -4.28, -0.26], [-2.65, -5.30, -1.16], [-5.95, 0.48, 1.47], [1.79, -2.65, -2.52], [3.55, -2.79, -4.06], [4.24, -5.55, 1.51], [4.01, -3.16, 2.35], [-2.21, 5.26, -0.41], [3.38, -2.04, -6.09], [-0.42, 2.78, 4.58], [-1.35, -0.25, -3.43], [-0.86, -7.66, 1.18], [2.10, 5.59, 1.44], [-0.87, -6.32, -0.55], [0.23, -0.47, 0.50], [4.21, -2.46, 0.74], [3.79, 3.68, 1.92], [-0.92, -5.92, 1.60], [4.42, -5.04, -0.14], [-1.60, -5.07, -1.00], [3.00, -1.16, -6.61], [4.05, -0.38, 5.72], [1.88, -1.57, -4.27], [2.98, 4.10, 0.04], [-2.61, 4.07, 0.45], [-4.33, 6.66, -0.40], [-0.73, -2.42, 0.42], [3.67, -5.28, 0.61], [0.65, 1.69, 0.55], [4.51, -1.36, 5.54], [-4.98, -0.94, 2.83], [0.17, -4.37, -3.70], [1.59, -4.43, -0.65], [-3.78, 8.33, 0.83], [0.44, 0.59, 4.56], [0.66, 2.72, 4.70], [4.91, 0.29, 5.76], [-3.67, 4.14, 0.67], [-2.79, 5.25, -1.34], [-3.09, 1.62, -5.06], [3.22, -1.89, -4.60], [2.43, 1.17, 4.94], [3.78, 4.79, -0.28], [2.86, -2.93, -6.47]], "lowdin_charge": [0.11, -0.06, -0.29, 0.08, 0.08, 0.06, 0.10, 0.08, 0.10, 0.07, 0.04, 0.08, -0.30, -0.05, 0.09, -0.48, 0.14, 0.11, 0.12, 0.07, 0.08, 0.08, -0.10, -0.06, 0.08, 0.08, -0.05, 0.11, 0.08, -0.05, 0.08, 0.08, -0.16, 0.11, -0.07, -0.05, 0.06, 0.07, -0.30, -0.06, -0.06, -0.08, 0.13, 0.08, 0.07, -0.51, 0.07, 0.08, 0.11, 0.12, 0.07, 0.07, 0.05, 0.07, 0.14, 0.08, 0.08, -0.09, 0.06, 0.07, 0.09, -0.29, 0.08, 0.13, 0.07, 0.07, -0.05, 0.07, -0.07, -0.05, 0.06, 0.09, 0.07, 0.10, 0.12, 0.08, 0.08, -0.29, -0.08, 0.07, 0.08, 0.08, 0.08, -0.46, -0.48, 0.09, 0.09, 0.08, 0.09, -0.04, 0.08, -0.08, -0.15, -0.50, -0.07, 0.12, 0.06, -0.05, 0.06, 0.07, -0.31, 0.05, 0.05, -0.08, 0.12, -0.07, 0.08, 0.07, 0.11, -0.06, -0.28, -0.16, 0.13, 0.07]}

---

Entry 3:
{"formula": "C38H69Cl52FNO2P", "method": "ωB97M-V with the def2-TZVPD basis set", "total_charge": 0, "total_energy_ev": -709282.57943, "multiplicity": 1, "gap_ev": 8.417, "e_homo_ev": -8.600, "species": ["H", "H", "Cl", "Cl", "C", "H", "H", "C", "H", "Cl", "H", "H", "H", "Cl", "C", "H", "Cl", "H", "Cl", "C", "H", "C", "Cl", "C", "Cl", "C", "C", "H", "H", "Cl", "C", "O", "C", "Cl", "Cl", "H", "C", "H", "F", "H", "C", "H", "H", "H", "H", "C", "Cl", "H", "Cl", "H", "P", "H", "Cl", "Cl", "H", "H", "H", "Cl", "C", "H", "Cl", "Cl", "Cl", "C", "C", "C", "H", "C", "Cl", "Cl", "Cl", "Cl", "H", "H", "Cl", "H", "H", "C", "C", "H", "H", "H", "C", "C", "Cl", "Cl", "H", "C", "C", "Cl", "Cl", "H", "Cl", "Cl", "H", "C", "H", "O", "C", "H", "H", "H", "Cl", "Cl", "N", "H", "Cl", "H", "Cl", "H", "H", "H", "Cl", "Cl", "H", "H", "C", "Cl", "Cl", "H", "C", "Cl", "H", "H", "C", "C", "H", "H", "Cl", "Cl", "Cl", "H", "H", "H", "C", "Cl", "Cl", "Cl", "Cl", "H", "H", "Cl", "Cl", "H", "C", "C", "C", "H", "H", "Cl", "C", "H", "C", "H", "Cl", "H", "C", "H", "H", "H", "Cl", "Cl", "H", "C"], "coordinates": [[-0.93, 0.39, -4.50], [3.59, -0.90, 1.89], [3.13, 4.41, -0.89], [2.97, 3.37, 8.58], [5.26, -6.51, 6.19], [5.57, -2.41, -2.40], [-2.27, -8.05, -6.99], [3.36, 0.46, 7.13], [-4.31, -5.95, 2.89], [8.42, 1.70, 3.71], [2.64, 5.06, 6.98], [-5.04, 2.46, 3.24], [1.58, 2.37, -1.56], [0.38, -7.32, -5.36], [-5.11, -2.17, -2.76], [-2.70, -6.22, 3.60], [-5.45, 8.65, 0.81], [-5.63, 12.31, 2.20], [9.69, 1.79, 1.08], [-3.01, -0.90, -3.14], [4.30, 0.93, 7.39], [-5.96, -3.24, -2.95], [-3.65, -6.32, -11.39], [1.77, 4.88, 0.15], [4.51, 0.90, 0.68], [1.04, 1.83, -2.33], [-5.41, 7.16, -0.15], [-1.16, -0.55, -2.43], [1.44, -3.14, 7.22], [1.47, 2.54, -3.90], [0.84, -2.48, -5.13], [-2.32, -3.25, -4.87], [6.59, 5.74, 0.77], [0.56, -5.29, 7.56], [-8.00, 8.40, -5.89], [-4.71, -7.35, -9.56], [-4.96, -7.22, -10.61], [-7.47, 0.01, 1.02], [3.66, -3.60, -2.21], [-5.45, -1.38, -2.09], [-3.05, -6.51, -1.00], [-4.80, 4.09, 3.91], [1.71, -2.34, -5.79], [0.14, -4.81, -4.11], [-2.08, 3.14, 6.75], [2.10, -7.39, -5.75], [-3.33, -7.95, 2.14], [-1.61, -3.37, -4.23], [6.54, -6.97, 5.05], [7.52, 2.45, 1.67], [1.23, -3.91, -4.00], [-4.09, -5.08, -5.05], [-1.52, 3.02, -5.22], [7.88, -2.60, -1.98], [-3.22, -0.12, -3.89], [4.40, -6.15, 5.62], [4.49, -1.44, 0.45], [-4.97, 4.12, 1.56], [-6.54, -0.56, 1.08], [-5.63, 6.32, 0.50], [-5.24, 0.38, 0.34], [-2.63, -7.89, -4.67], [-6.77, -2.12, 0.27], [6.47, -2.27, -2.99], [1.14, -1.71, 3.79], [-5.63, -4.30, -3.77], [-3.21, -9.42, -6.36], [0.57, -1.12, -4.42], [-4.16, -5.43, -1.85], [-7.07, 3.60, 3.52], [-2.84, 1.02, 3.23], [4.75, -7.89, 7.17], [7.71, 9.50, 4.30], [6.46, -2.96, -3.83], [1.43, -1.02, 2.19], [-1.17, 2.19, 2.07], [0.50, -2.57, -2.00], [-5.34, 3.50, 3.18], [-0.93, -0.71, -4.41], [0.99, -1.04, -3.42], [-3.03, -7.47, -1.51], [0.01, -2.75, -5.79], [11.08, 1.67, 6.92], [-3.07, -8.35, -6.32], [-9.03, 6.49, -3.93], [4.79, 4.24, 6.47], [-6.28, -5.15, -3.94], [-1.32, 2.83, 6.04], [8.17, 1.64, 1.96], [6.28, 4.08, 0.28], [-5.19, -8.81, -11.34], [-6.29, -0.74, 2.12], [2.34, -4.37, 5.43], [5.42, 10.04, 4.34], [1.07, -0.35, -5.03], [-1.28, 3.29, -6.95], [0.21, -3.56, 6.01], [2.80, -1.74, -1.39], [4.49, -0.76, 1.29], [-2.77, 2.44, 1.35], [-4.42, 7.05, -0.58], [2.11, 5.64, 0.84], [-6.06, 12.43, 4.51], [-4.40, -7.33, 4.79], [-1.55, -1.16, -3.15], [2.43, -8.43, -5.69], [-1.40, -5.85, -0.98], [2.66, 1.20, 6.77], [-1.30, 3.96, 4.68], [5.63, -5.73, 6.84], [2.64, -6.79, -5.03], [-1.45, -1.08, -5.29], [1.18, 3.49, 1.07], [0.25, 2.79, 6.85], [1.33, 0.79, -2.33], [0.97, 5.27, -0.47], [1.06, -3.92, 6.57], [2.68, -0.29, 8.59], [9.33, 1.81, 7.15], [7.62, 5.98, 0.55], [-4.39, -4.26, -4.40], [-0.58, -1.61, 4.23], [-1.54, 1.83, 5.66], [11.35, 0.62, 6.94], [3.49, 4.72, 7.57], [2.59, -2.81, -1.89], [7.71, 0.69, 1.71], [-5.88, -6.65, -10.71], [5.90, -1.09, 2.31], [7.20, 9.49, 6.59], [-1.74, 0.48, 0.56], [6.70, 8.11, 4.75], [-3.38, -6.64, 0.02], [-0.22, 3.41, -7.14], [-3.88, -2.12, -3.39], [-1.89, 1.94, -7.91], [2.43, -6.78, -7.37], [6.49, -0.62, -3.62], [-6.59, 7.20, -1.46], [-6.56, 10.92, 2.78], [-3.24, -0.46, -2.16], [3.63, -0.73, 5.86], [-0.70, 1.94, -2.01], [1.72, -1.16, 4.52], [-6.44, 11.99, 2.84], [-9.23, 8.09, -4.66], [6.86, 9.18, 4.89], [-9.16, 8.84, -3.89], [1.44, -2.75, 3.78], [6.29, 5.97, 2.49], [-2.09, 1.71, 1.78], [1.08, -4.23, -1.54], [-3.64, -6.68, 3.33], [-6.93, -3.29, -2.45], [-4.57, -7.56, -6.83], [5.93, 6.40, 0.21], [-3.54, -3.20, -4.20], [3.84, 5.52, 8.20], [-1.81, 4.19, -7.24], [-10.21, 8.13, -5.13], [11.59, 2.37, 5.39], [-7.93, 12.77, 2.29], [11.57, 2.20, 7.73], [1.21, -3.37, -2.22]], "lowdin_charge": [0.05, -0.10, 0.53, 0.52, -1.05, -0.01, 0.02, -1.04, 0.03, 0.48, 0.02, -0.04, -0.06, 0.48, -0.08, 0.03, 0.50, 0.02, 0.50, -0.14, 0.01, -0.16, 0.50, -0.98, 0.51, -0.97, -1.05, 0.03, 0.01, 0.52, -0.38, 0.00, -0.99, 0.53, 0.50, -0.04, -1.04, 0.03, 0.05, 0.06, -0.99, 0.02, 0.07, -0.09, 0.03, -1.02, 0.55, 0.06, 0.50, -0.07, 0.95, 0.09, 0.49, 0.51, 0.13, -0.04, 0.01, 0.56, -0.99, -0.06, 0.52, 0.50, 0.56, -1.03, -1.02, -0.21, 0.03, -0.23, 0.71, 0.52, 0.52, 0.50, 0.03, 0.03, 0.60, -0.03, 0.07, -1.02, -0.25, 0.07, 0.01, 0.07, -1.02, -0.99, 0.49, 0.52, 0.11, -1.01, -1.06, 0.53, 0.50, 0.03, 0.56, 0.49, 0.10, -1.01, -0.02, 0.10, -1.03, -0.02, 0.03, 0.03, 0.50, 0.51, -0.06, 0.02, 0.50, -0.04, 0.51, 0.03, 0.01, 0.12, 0.54, 0.53, 0.01, 0.03, -1.00, 0.51, 0.48, 0.03, -0.11, 0.52, -0.01, 0.02, -1.00, -0.50, -0.05, 0.03, 0.54, 0.50, 0.49, -0.01, -0.06, 0.02, -0.13, 0.51, 0.50, 0.50, 0.50, 0.00, 0.09, 0.57, 0.52, -0.07, -1.04, -1.03, -1.04, 0.02, -0.04, 0.51, -1.01, 0.07, -1.01, 0.09, 0.54, 0.02, -0.28, 0.03, 0.02, 0.02, 0.50, 0.50, 0.02, -0.30]}

---

Entry 4:
{"formula": "C24H22AsAuN4OS", "method": "ωB97M-V with the def2-TZVPD basis set", "total_charge": -1, "total_energy_ev": -108617.97117, "multiplicity": 2, "gap_ev": [6.550, 7.276], "e_above_lowest_kj_mol": 13.6, "e_homo_ev": [-4.101, -5.154], "species": ["H", "H", "H", "N", "H", "O", "C", "C", "H", "H", "C", "C", "C", "H", "C", "H", "N", "C", "S", "H", "H", "C", "C", "C", "H", "H", "C", "C", "H", "H", "C", "H", "As", "C", "H", "C", "Au", "C", "H", "C", "C", "C", "N", "H", "C", "H", "H", "N", "H", "C", "C", "H", "C", "C"], "coordinates": [[-3.19, 2.37, -0.64], [2.98, -4.00, 4.39], [2.02, 1.31, 1.57], [-0.27, -0.94, -2.99], [2.82, -1.30, 1.07], [1.36, 1.14, -1.41], [-2.81, 0.98, -2.23], [1.98, 4.68, -1.19], [-0.83, -0.52, 3.65], [3.88, 5.61, -0.95], [-3.41, 0.16, -3.18], [4.02, 3.45, -1.07], [-1.42, 0.10, 2.97], [4.13, -2.55, 2.74], [-3.64, 1.72, -1.39], [-5.64, 2.23, -0.82], [-2.01, -4.89, -1.95], [1.24, 3.49, -1.33], [-0.46, 3.51, -1.52], [1.53, 0.46, 3.05], [-1.72, 1.01, 3.50], [0.92, -2.00, 1.76], [2.32, -1.91, 1.80], [-1.11, -4.16, -1.98], [-0.79, -2.93, 2.65], [-0.78, -1.71, 0.50], [-0.01, -3.28, -2.01], [3.05, -2.62, 2.74], [1.02, 2.15, 2.76], [-2.80, -0.44, -3.84], [-5.61, 0.82, -2.45], [5.10, 3.39, -0.97], [-0.42, 0.61, 1.36], [-5.02, 1.65, -1.49], [3.71, 1.31, -1.23], [0.14, -1.20, 0.77], [-0.78, 1.08, -2.02], [1.25, -3.66, -1.49], [-5.24, -0.57, -4.03], [0.29, -2.83, 2.68], [-4.80, 0.08, -3.29], [-0.15, -2.01, -2.55], [1.95, 2.32, -1.32], [-2.32, -0.44, 2.68], [2.40, -3.44, 3.66], [0.51, -4.19, 4.32], [-6.69, 0.76, -2.52], [2.28, -3.96, -1.06], [0.71, -1.04, -0.15], [1.22, 1.18, 2.29], [3.34, 4.67, -1.06], [1.42, 5.60, -1.19], [1.02, -3.54, 3.62], [3.30, 2.31, -1.20]], "mulliken_spin": [0.00, 0.00, 0.00, 0.01, 0.00, 0.04, 0.23, -0.02, 0.00, 0.00, -0.02, 0.00, 0.00, 0.00, -0.02, 0.00, 0.01, 0.02, 0.22, 0.00, 0.00, 0.00, 0.00, 0.00, 0.00, 0.00, 0.02, 0.00, 0.00, 0.00, -0.01, 0.00, 0.00, 0.01, 0.00, 0.00, 0.46, 0.00, 0.00, 0.00, 0.01, 0.03, -0.01, 0.00, 0.00, 0.00, 0.00, 0.01, 0.00, 0.00, 0.00, 0.00, 0.00, 0.00]}

---

Entry 5:
{"formula": "C2H6N2O", "method": "ωB97M-V with the def2-TZVPD basis set", "total_charge": 0, "total_energy_ev": -7194.56473, "multiplicity": 1, "gap_ev": [9.920, 8.738], "e_above_lowest_kj_mol": 503.9, "e_homo_ev": [-9.204, -8.769], "species": ["O", "N", "N", "H", "H", "H", "H", "H", "H", "C", "C"], "coordinates": [[2.72, 0.42, -0.61], [3.29, -0.21, 0.34], [0.33, -1.03, -0.37], [3.30, -1.23, 0.29], [3.29, 0.22, 1.27], [-2.23, -0.92, 0.29], [-2.00, 0.82, 0.52], [-2.49, 0.20, -1.06], [-0.10, 0.79, -1.10], [-0.44, -0.11, -0.57], [-1.89, 0.00, -0.17]], "lowdin_charge": [-0.15, -0.08, 0.16, 0.10, 0.10, 0.07, 0.07, 0.07, 0.11, -0.37, -0.09]}